Molecular formula: C9H13NO
Method: DFT, ωB97M-V/def2-TZVPD

energy above the lowest of the compared OMol25 structures with the same formula, charge and spin = 113.9 kJ/mol
HOMO = -9.19 eV
HOMO-LUMO gap = 9.948 eV
structure (SMILES) = Cc1ccccc1.CC(N)=O

```
! wB97M-V def2-TZVPD RIJCOSX def2/J DEFGRID3
* xyz 0 1
C 0.95247 -1.10586 -1.78418
C 0.08665 -1.51486 -0.60894
C 0.49503 -2.53223 0.24139
C -0.23494 -2.94843 1.37710
C -1.38247 -2.20998 1.63854
C -1.61666 -1.02104 0.96407
C -0.85185 -0.60120 -0.12751
H 1.31224 -0.07980 -1.81240
H 0.48372 -1.44890 -2.70671
H 1.91549 -1.61929 -1.76959
H 1.43265 -3.03070 0.03092
H 0.35131 -3.69812 1.88360
H -2.17161 -2.37753 2.35744
H -2.31124 -0.33691 1.44301
H -1.11153 0.37773 -0.48610
C 1.39161 2.40670 -0.11411
C 0.16583 3.08250 0.40257
N -1.02575 2.67518 -0.20442
O 0.07956 3.90465 1.28482
H 1.88631 1.86830 0.68132
H 2.00666 3.13255 -0.65867
H 1.10711 1.77910 -0.95378
H -1.90015 3.13969 -0.01194
H -1.06043 2.15844 -1.06645
*
```

Molecular formula: C29H41N3OPPbS2
Method: DFT, ωB97M-V/def2-TZVPD

energy above the lowest of the compared OMol25 structures with the same formula, charge and spin = 10.9 kJ/mol
HOMO (alpha / beta) = -16.42 / -16.81 eV
HOMO-LUMO gap (alpha / beta) = 6.076 / 5.971 eV

```
! wB97M-V def2-TZVPD RIJCOSX def2/J DEFGRID3
* xyz 3 1
Pb -1.54069 0.23004 -0.24947
O -1.24984 2.89784 -0.20742
C -1.10753 3.46887 -1.54090
C -2.45254 3.62619 -2.20788
C -3.18792 2.27605 -2.37602
C -4.14433 1.97950 -1.24704
C -5.40638 2.55402 -1.21630
C -6.25917 2.29337 -0.15733
C -5.83609 1.44587 0.86192
C -4.57405 0.91285 0.78329
N -3.73728 1.17753 -0.24373
H -1.79125 3.50627 0.31006
H -0.48037 2.77164 -2.10434
H -0.58548 4.42157 -1.47820
H -2.30431 4.09511 -3.18196
H -3.06069 4.31755 -1.61601
H -2.45364 1.46752 -2.45380
H -3.73577 2.27209 -3.31568
H -5.71477 3.19894 -2.03300
H -7.24640 2.74164 -0.12622
H -6.47752 1.20130 1.69888
H -4.20377 0.24461 1.55674
S -3.10027 -2.00374 -0.63809
C -1.91026 -3.16202 -0.44973
N -0.66588 -2.95255 0.02601
C 0.01052 -4.10952 0.09628
C 1.33084 -4.26322 0.59915
C 1.87978 -5.50160 0.59813
C 1.15821 -6.63850 0.09490
C -0.12642 -6.53364 -0.38352
C -0.71372 -5.27206 -0.37563
S -2.28383 -4.83266 -0.86398
H 1.86287 -3.40591 0.99719
H 2.87890 -5.64955 0.98961
H 1.64254 -7.60790 0.09961
H -0.66307 -7.40160 -0.75062
C 2.75594 3.19670 -0.72914
C 3.28827 1.85226 -1.26034
C 4.78045 1.65852 -0.94179
P 2.28763 0.45275 -0.65843
C 2.24772 -0.91827 -1.86167
C 1.29137 -0.58978 -3.02160
C 3.65470 -1.24342 -2.40104
C 2.58393 -0.12351 1.03978
C 3.89590 -0.90985 1.18905
C 2.49308 1.05043 2.02801
H 3.21952 4.00600 -1.29646
H 3.02099 3.33802 0.32073
H 1.67302 3.28979 -0.82805
H 3.12635 1.80690 -2.33981
H 4.98127 1.83482 0.11762
H 5.33816 2.40889 -1.50736
H 5.16954 0.68139 -1.22303
H 1.85141 -1.76543 -1.29537
H 1.57771 0.33268 -3.53702
H 0.25429 -0.49839 -2.69630
H 1.33353 -1.39568 -3.75742
H 4.05740 -0.41728 -2.99131
H 3.56485 -2.10285 -3.06955
H 4.37178 -1.50337 -1.62452
H 1.74030 -0.80166 1.20954
H 4.76288 -0.25371 1.11655
H 4.00402 -1.71268 0.45825
H 3.90548 -1.36145 2.18304
H 3.38721 1.67553 1.97735
H 2.42832 0.65972 3.04523
H 1.62045 1.68436 1.85272
C -1.69467 0.17338 4.90639
C -1.40799 1.34020 4.20843
C -1.38934 1.30006 2.83074
N -1.64440 0.17133 2.14231
C -1.92313 -0.95824 2.81977
C -1.95275 -0.99414 4.19913
H -1.72120 0.17586 5.99125
H -1.20381 2.27223 4.72500
H -1.16716 2.19241 2.24733
H -2.13450 -1.84600 2.22889
H -2.17893 -1.92438 4.70824
*
```

Molecular formula: C29H49Cl2IrOP
Method: DFT, ωB97M-V/def2-TZVPD

HOMO (alpha / beta) = -4.37 / -8.70 eV
<S²> = 8.813
HOMO-LUMO gap (alpha / beta) = 4.931 / 6.479 eV

```
! wB97M-V def2-TZVPD RIJCOSX def2/J DEFGRID3
* xyz 0 6
P -3.30423 2.17369 0.13877
C -4.69300 1.60017 1.34314
C -5.96742 2.45085 1.55269
C -6.87187 1.87204 2.64805
C -7.20374 0.38790 2.43677
C -5.98183 -0.45387 2.04295
C -5.14873 0.20510 0.93720
C -4.17072 2.13389 -1.53603
C -5.64215 2.54527 -1.55140
C -6.14577 2.74400 -2.97966
C -5.92739 1.49446 -3.83952
C -4.50182 0.93547 -3.72268
C -4.01212 0.80850 -2.26845
C -3.47333 4.03188 0.47517
C -3.15151 4.38395 1.93043
C -3.42000 5.87277 2.24632
C -2.71741 6.81883 1.26355
C -2.98263 6.43883 -0.19853
C -2.72729 4.94377 -0.50216
H -4.15544 1.54503 2.30477
H -6.56286 2.46318 0.63244
H -5.75374 3.50276 1.77561
H -7.80634 2.44823 2.67844
H -6.40316 2.01413 3.63315
H -7.65053 -0.01361 3.35604
H -7.97560 0.29619 1.65654
H -5.34616 -0.62681 2.92408
H -6.31380 -1.44019 1.69830
H -4.29470 -0.42939 0.67086
H -5.78420 0.28684 0.04329
H -3.57588 2.88275 -2.07249
H -5.63483 3.60800 -3.43331
H -5.83637 3.45878 -0.97694
H -6.23481 1.74725 -1.08712
H -7.21366 2.99627 -2.94906
H -6.15180 1.74636 -4.88340
H -6.65548 0.71808 -3.55680
H -4.46368 -0.04894 -4.20277
H -3.81243 1.58598 -4.28328
H -2.96538 0.48090 -2.23885
H -4.60404 0.02872 -1.76307
H -4.55065 4.25083 0.31913
H -3.75991 3.78417 2.61455
H -2.10477 4.13447 2.14887
H -4.50722 6.07942 2.24023
H -3.07602 6.08905 3.26705
H -1.63088 6.80689 1.45722
H -3.05681 7.84989 1.43770
H -2.34810 7.04823 -0.85516
H -4.02642 6.70027 -0.45422
H -3.06894 4.75811 -1.52610
H -1.65513 4.70932 -0.49665
Ir -1.36322 1.01150 0.03547
Cl -0.82458 2.35584 -1.76897
Cl -1.52263 -0.34163 1.83163
C -0.48920 -0.59725 -0.86714
H 0.59928 -0.54569 -1.07437
C -1.06170 -1.84152 -1.25995
C -0.25497 -2.82151 -1.94211
C -0.83513 -3.91359 -2.55699
C -2.22724 -4.07949 -2.50527
C -3.00130 -3.23620 -1.70806
C -2.41901 -2.18862 -1.02889
H 0.83018 -2.69120 -1.91044
H -0.20322 -4.63660 -3.06664
H -4.06302 -3.43539 -1.60677
H -2.95613 -1.64907 -0.23442
H -2.67968 -4.90144 -3.04578
C 3.02128 -0.80710 1.07033
C 1.65665 -0.42254 1.56352
O 1.11190 0.72469 0.88167
C 1.41943 1.95669 1.53878
C 2.87470 2.25237 1.31754
H 2.92688 -1.25239 0.08689
H 3.41407 -1.58723 1.71590
H 3.70232 0.04771 1.06471
H 0.89262 -1.22552 1.48299
H 1.68928 -0.17587 2.64263
H 0.75020 2.70215 1.10029
H 1.15841 1.84064 2.59568
H 3.22530 1.88561 0.34215
H 3.09483 3.30801 1.35958
H 3.47789 1.79991 2.10618
*
```

Molecular formula: C5H10O
Method: DFT, ωB97M-V/def2-TZVPD

energy above the lowest of the compared OMol25 structures with the same formula, charge and spin = 303.6 kJ/mol
HOMO = -8.46 eV
HOMO-LUMO gap = 9.349 eV

```
! wB97M-V def2-TZVPD RIJCOSX def2/J DEFGRID3
* xyz 0 1
C -1.65608 -0.33085 1.20167
C -0.27348 -0.08971 0.62670
C -0.12486 -0.49711 -0.83954
C 1.18502 -0.03943 -1.48369
C 1.17326 1.82950 0.81087
O -0.02693 1.34620 0.70554
H -1.70903 0.02807 2.23392
H -1.89702 -1.39863 1.19051
H -2.41073 0.20198 0.61371
H 0.50149 -0.57257 1.23805
H -0.20644 -1.59056 -0.89105
H -0.97707 -0.09079 -1.39784
H 1.14017 -0.13910 -2.57139
H 2.04234 -0.61756 -1.12212
H 1.38187 1.01935 -1.28165
H 1.85748 0.94121 0.96632
*
```

Molecular formula: C4H8ClN
Method: DFT, ωB97M-V/def2-TZVPD

energy above the lowest of the compared OMol25 structures with the same formula, charge and spin = 516.1 kJ/mol
HOMO (alpha / beta) = -7.95 / -9.30 eV
HOMO-LUMO gap (alpha / beta) = 7.465 / 9.558 eV

```
! wB97M-V def2-TZVPD RIJCOSX def2/J DEFGRID3
* xyz 0 1
C -1.11419 -0.68032 -0.80143
C -1.22001 -0.69975 0.72670
C -0.23061 0.16614 -0.01081
C 0.18859 1.58550 -0.04306
N 2.05584 -1.12647 -0.12181
Cl 3.10023 0.16844 0.11023
H -0.76211 -1.56821 -1.37735
H -1.86406 -0.16222 -1.45548
H -2.19260 -0.47330 1.27782
H -0.64510 -1.40865 1.20157
H -0.25259 1.98454 -0.90065
H 1.22580 1.68275 -0.30915
H -0.08574 1.98434 0.94620
H 1.79656 -1.45280 0.75721
*
```

Molecular formula: C42H68O20Tl
Method: DFT, ωB97M-V/def2-TZVPD

energy above the lowest of the compared OMol25 structures with the same formula, charge and spin = 0.0 kJ/mol
HOMO = -9.22 eV
HOMO-LUMO gap = 3.249 eV

```
! wB97M-V def2-TZVPD RIJCOSX def2/J DEFGRID3
* xyz 1 1
Tl -0.45994 0.22620 0.31707
C -5.28087 1.94447 1.07975
C -4.60291 0.57743 0.72575
C -5.50811 -0.32852 -0.24143
O -3.35611 0.71384 0.29197
H -5.74911 2.49417 0.26325
H -4.65436 2.62496 1.65639
H -6.15453 1.76696 1.70689
H -4.48371 0.07762 1.68704
H -6.40708 -0.75946 0.19929
H -4.85076 -1.05924 -0.71264
H -5.94881 0.30161 -1.01397
C 0.92741 -0.35084 5.47862
C -0.39757 -0.62137 4.75219
C -1.60689 -0.04629 5.51793
O -0.35266 -0.19678 3.39770
H 1.80017 -0.87198 5.08517
H 0.84972 -0.83723 6.45098
H 1.09432 0.72473 5.53694
H -0.72884 -1.65865 4.80146
H -2.01609 0.87487 5.10303
H -1.35045 0.39836 6.47950
H -2.46017 -0.72036 5.44282
O -2.15710 -2.26391 1.49824
C -3.16102 -2.96962 1.58122
O -3.58591 -3.67138 0.55804
C -4.64965 -4.53756 0.89872
C -4.70110 -4.51122 2.43608
C -4.01143 -3.20742 2.76084
H -4.53510 -5.57687 0.59081
H -5.56748 -4.04535 0.57713
H -4.23347 -5.41561 2.82530
H -5.73774 -4.56450 2.76872
H -3.48448 -3.22739 3.71479
H -4.72447 -2.38504 2.70288
O 1.57190 2.15250 -0.82923
C 2.50785 2.76925 -1.37471
O 2.40790 3.27690 -2.58867
C 3.74434 3.68713 -3.14650
C 4.67005 2.80277 -2.32015
C 3.94243 2.87285 -0.97412
H 3.77704 4.76585 -2.99355
H 3.97932 3.59867 -4.20719
H 5.72473 3.07644 -2.34924
H 4.64319 1.80570 -2.75973
H 4.11469 3.70009 -0.28556
H 4.52857 2.13224 -0.43002
O 0.17539 2.62026 1.76005
C 0.05768 3.82610 2.07296
O 0.81013 4.78515 1.58560
C 0.70345 5.98222 2.29677
C -0.54824 5.76679 3.23549
C -1.10641 4.43432 2.90203
H 0.59638 6.75508 1.53564
H 1.50765 6.29284 2.96376
H -1.31136 6.53111 3.08861
H -0.28497 5.89501 4.28542
H -1.92421 4.52651 2.18732
H -1.26812 3.71551 3.70531
O -0.54691 0.45455 -2.54644
C -0.04687 1.00077 -3.54289
O 1.20507 1.10568 -3.90712
C 1.38350 1.99162 -5.00950
C 0.05964 1.73803 -5.76350
C -0.99623 1.56682 -4.65599
H 2.13401 1.57107 -5.67881
H 1.61230 3.02914 -4.76598
H 0.13947 0.93221 -6.49315
H -0.13943 2.58781 -6.41644
H -1.79185 0.85815 -4.88595
H -1.52943 2.48697 -4.41701
O -1.27254 -1.99751 -1.46807
C -1.32977 -2.80871 -2.41063
O -2.45751 -3.27964 -2.84799
C -2.17815 -4.23540 -3.81569
C -0.91785 -3.69870 -4.52631
C -0.22852 -3.35211 -3.27273
H -3.04049 -4.30689 -4.47853
H -1.95560 -5.20380 -3.36763
H -1.10521 -2.84130 -5.17274
H -0.49244 -4.54120 -5.07157
H 0.45827 -2.51222 -3.37761
H 0.04768 -4.27646 -2.76540
O 2.34851 0.40551 1.32003
C 3.39745 0.01717 1.89306
O 4.50148 -0.40679 1.14863
C 5.58324 -0.92855 1.94808
C 5.28762 -0.29469 3.30419
C 3.69609 -0.21709 3.35628
H 6.48410 -0.47670 1.53290
H 5.49605 -2.01062 1.84998
H 5.67470 0.71484 3.44243
H 5.57351 -0.91215 4.15572
H 3.22710 0.64058 3.83852
H 3.18257 -1.10742 3.71916
O 0.70851 -2.55498 0.70134
C 1.22671 -3.53501 1.21995
O 2.62366 -3.75860 1.12763
C 2.93899 -4.87723 1.82257
C 1.72054 -5.36337 2.73319
C 0.57899 -4.58703 2.11398
H 3.83263 -4.80369 2.44232
H 2.99815 -5.56133 0.97604
H 1.88766 -5.21207 3.79963
H 1.55852 -6.44118 2.74658
H -0.09051 -4.02019 2.76095
H -0.10558 -5.14737 1.47721
O -1.10207 2.96946 -0.91962
C -2.03500 3.71997 -1.24011
O -2.23600 4.92980 -0.59985
C -3.54655 5.43133 -0.79115
C -4.17199 4.65943 -1.94121
C -3.32907 3.40924 -2.14670
H -3.53226 6.49764 -1.01674
H -4.04153 5.21994 0.15669
H -4.16099 5.34282 -2.79030
H -5.20860 4.37547 -1.75978
H -2.91504 3.21117 -3.13536
H -3.76887 2.55155 -1.63773
O 1.69432 -1.09545 -1.55725
C 2.72788 -1.55191 -2.13080
O 3.00528 -1.20790 -3.44974
C 4.40501 -1.63178 -3.80140
C 4.62284 -2.73663 -2.78597
C 3.93184 -2.34163 -1.52719
H 5.04690 -0.83907 -3.41707
H 4.65175 -1.82958 -4.84451
H 5.69550 -2.91532 -2.71127
H 4.04066 -3.52812 -3.25789
H 4.55439 -1.91856 -0.73881
H 3.55672 -3.22325 -1.00745
*
```

Molecular formula: C2H4FN3
Method: DFT, ωB97M-V/def2-TZVPD

energy above the lowest of the compared OMol25 structures with the same formula, charge and spin = 445.0 kJ/mol
HOMO = -8.74 eV
HOMO-LUMO gap = 9.252 eV

```
! wB97M-V def2-TZVPD RIJCOSX def2/J DEFGRID3
* xyz 0 1
C -2.48228 -0.00016 -0.03336
C 1.56880 0.40241 0.57803
N -2.62526 1.13447 -0.10194
N 0.88608 0.13869 -0.51792
N 0.04700 -0.70958 -0.86902
F -0.15412 -1.72125 0.10708
H -2.14492 -0.99414 0.19378
H 1.66799 -0.38320 1.29309
H 2.43066 1.10695 0.51312
H 0.80605 1.02581 -1.16287
*
```

Molecular formula: C25H31N3O2S
Method: DFT, ωB97M-V/def2-TZVPD

energy above the lowest of the compared OMol25 structures with the same formula, charge and spin = 153.3 kJ/mol
HOMO = -7.72 eV
HOMO-LUMO gap = 8.288 eV
structure (SMILES) = CCN(CC)CCCN(C(=O)c1ccccc1C)c1nc(-c2ccc(OC)cc2)cs1

```
! wB97M-V def2-TZVPD RIJCOSX def2/J DEFGRID3
* xyz 0 1
C -6.39668 -1.25798 -2.66396
C -6.42336 -0.91896 -1.17446
N -5.40171 0.04068 -0.81150
C -5.72259 0.87803 0.32638
C -6.20584 0.17122 1.60091
C -4.03342 -0.39164 -0.94456
C -3.50863 -1.45242 0.05351
C -2.73551 -0.85678 1.23333
N -1.50810 -0.19851 0.81056
C -1.50475 1.18678 0.73167
O -2.42945 1.83382 1.17621
C -0.36606 1.81005 0.00714
C -0.26267 1.59798 -1.36291
C 0.71470 2.24420 -2.09590
C 1.58803 3.11009 -1.46098
C 1.48060 3.32554 -0.09812
C 0.50353 2.68876 0.65519
C 0.40552 2.89668 2.13386
C -0.38374 -0.94539 0.60400
N 0.80395 -0.48516 0.46546
C 1.74297 -1.46375 0.30640
C 3.13461 -1.08055 0.12442
C 3.46971 0.27558 0.09430
C 4.77314 0.67359 -0.08403
C 5.79070 -0.27140 -0.23687
O 7.04524 0.22676 -0.40849
C 8.11307 -0.67418 -0.57206
C 5.46539 -1.62389 -0.20490
C 4.15211 -2.01783 -0.02656
C 1.23412 -2.73122 0.34229
S -0.47139 -2.71331 0.56910
H -5.55032 -1.89161 -2.91556
H -6.33656 -0.34400 -3.24850
H -7.30645 -1.78881 -2.93363
H -6.36250 -1.85542 -0.59323
H -7.38531 -0.45231 -0.94929
H -4.83740 1.47393 0.55617
H -6.51315 1.56907 0.00656
H -6.34565 0.91121 2.38501
H -5.48977 -0.56649 1.95150
H -7.15664 -0.32949 1.43191
H -3.92328 -0.78539 -1.95748
H -3.40795 0.50220 -0.87926
H -4.34610 -2.02807 0.44870
H -2.85866 -2.15184 -0.47531
H -2.48362 -1.64424 1.95100
H -3.33092 -0.09141 1.73432
H -0.95371 0.92633 -1.85269
H 0.79260 2.07354 -3.15900
H 2.35566 3.61631 -2.02726
H 2.16726 4.00026 0.39314
H 1.07470 3.68874 2.46000
H -0.61389 3.15506 2.41324
H 0.67370 1.97722 2.65494
H 2.68464 1.00478 0.20883
H 5.03688 1.71898 -0.11051
H 8.23564 -1.31706 0.30568
H 9.00274 -0.05802 -0.69258
H 7.98166 -1.29656 -1.46321
H 6.22563 -2.38091 -0.31836
H 3.92603 -3.07296 -0.00590
H 1.73903 -3.67011 0.25349
*
```

Copy entry 4 word for word.
Molecular formula: C5H10O
Method: DFT, ωB97M-V/def2-TZVPD

energy above the lowest of the compared OMol25 structures with the same formula, charge and spin = 303.6 kJ/mol
HOMO = -8.46 eV
HOMO-LUMO gap = 9.349 eV

```
! wB97M-V def2-TZVPD RIJCOSX def2/J DEFGRID3
* xyz 0 1
C -1.65608 -0.33085 1.20167
C -0.27348 -0.08971 0.62670
C -0.12486 -0.49711 -0.83954
C 1.18502 -0.03943 -1.48369
C 1.17326 1.82950 0.81087
O -0.02693 1.34620 0.70554
H -1.70903 0.02807 2.23392
H -1.89702 -1.39863 1.19051
H -2.41073 0.20198 0.61371
H 0.50149 -0.57257 1.23805
H -0.20644 -1.59056 -0.89105
H -0.97707 -0.09079 -1.39784
H 1.14017 -0.13910 -2.57139
H 2.04234 -0.61756 -1.12212
H 1.38187 1.01935 -1.28165
H 1.85748 0.94121 0.96632
*
```

Please write out number 7 again, unchanged.
Molecular formula: C2H4FN3
Method: DFT, ωB97M-V/def2-TZVPD

energy above the lowest of the compared OMol25 structures with the same formula, charge and spin = 445.0 kJ/mol
HOMO = -8.74 eV
HOMO-LUMO gap = 9.252 eV

```
! wB97M-V def2-TZVPD RIJCOSX def2/J DEFGRID3
* xyz 0 1
C -2.48228 -0.00016 -0.03336
C 1.56880 0.40241 0.57803
N -2.62526 1.13447 -0.10194
N 0.88608 0.13869 -0.51792
N 0.04700 -0.70958 -0.86902
F -0.15412 -1.72125 0.10708
H -2.14492 -0.99414 0.19378
H 1.66799 -0.38320 1.29309
H 2.43066 1.10695 0.51312
H 0.80605 1.02581 -1.16287
*
```